Entry 1:
A structure of composition C4H8O3. Source: the Open Molecules 2025 dataset; level of theory: the ωB97M-V functional and the def2-TZVPD basis.

XYZ file:
```
15
C4H8O3 | the Open Molecules 2025 dataset | the ωB97M-V functional and the def2-TZVPD basis
C -2.138 0.261 0.314
C -1.105 -0.269 -0.640
O -0.325 0.559 -1.272
C 0.879 -0.515 -0.537
O 1.372 -1.354 -1.236
C 1.580 0.559 0.285
O 2.473 -0.053 1.176
H -1.717 1.062 0.928
H -2.951 0.684 -0.289
H -2.545 -0.531 0.948
H -1.349 -1.226 -1.132
H -0.112 -0.900 0.212
H 2.079 1.225 -0.431
H 0.869 1.145 0.866
H 3.086 -0.585 0.649
```

The energy is -382.8151 a.u. As for the spin multiplicity: 1. For the lowest unoccupied orbital energy, the calculation gives 0.6 eV. The value obtained for the HOMO-LUMO gap is 0.3902 Eh. The calculation puts the energy relative to the best compared isomer or geometry (same formula, charge and spin) at 93.96 kcal per mole.



Entry 2:
A cluster of 15 separate species, C30H45N15 in total in a non-equilibrium geometry. Source: the Open Molecules 2025 dataset; level of theory: the ωB97M-V functional and the def2-TZVPD basis.

XYZ file:
```
90
C30H45N15 | the Open Molecules 2025 dataset | the ωB97M-V functional and the def2-TZVPD basis
C -1.035 2.380 4.684
C -1.517 1.202 5.480
N -1.908 0.408 6.212
H -0.012 2.428 4.554
H -1.416 3.250 5.294
H -1.536 2.419 3.805
C 0.273 -3.667 -3.331
C -0.067 -2.353 -2.923
N -0.493 -1.378 -2.441
H -0.012 -3.867 -4.386
H -0.326 -4.376 -2.736
H 1.328 -3.763 -3.295
C -2.944 4.781 0.648
C -1.770 5.643 0.699
N -0.901 6.415 0.783
H -3.714 5.241 1.252
H -2.675 3.817 1.060
H -3.143 4.704 -0.455
C 2.760 1.214 -2.352
C 2.394 1.443 -3.797
N 1.999 1.567 -4.875
H 3.216 0.162 -2.283
H 1.817 1.406 -1.855
H 3.471 1.922 -2.090
C 1.451 -0.364 5.321
C 1.244 -1.614 4.594
N 1.141 -2.518 3.901
H 1.145 0.407 4.569
H 2.530 -0.194 5.463
H 0.882 -0.425 6.288
C -1.384 0.531 -5.433
C -0.916 -0.621 -6.163
N -0.401 -1.492 -6.680
H -1.349 0.322 -4.367
H -2.334 0.705 -5.808
H -0.732 1.377 -5.621
C 1.364 -5.442 1.902
C 0.942 -4.168 1.294
N 0.365 -3.410 0.638
H 1.369 -6.190 1.103
H 0.494 -5.575 2.640
H 2.323 -5.409 2.438
C 1.427 -0.078 1.313
C 0.897 1.280 1.237
N 0.467 2.346 1.245
H 0.597 -0.793 1.123
H 1.843 -0.264 2.306
H 2.183 -0.228 0.624
C -1.924 -2.233 4.043
C -1.901 -1.030 3.166
N -1.863 -0.119 2.501
H -2.163 -1.957 5.020
H -1.045 -2.925 3.940
H -2.728 -2.808 3.606
C 3.374 4.946 3.429
C 2.940 4.255 4.616
N 2.563 3.614 5.479
H 4.294 5.417 3.651
H 2.671 5.715 3.211
H 3.590 4.173 2.695
C -2.053 1.096 -0.810
C -1.158 1.973 -1.525
N -0.637 2.835 -2.126
H -1.702 0.857 0.140
H -2.106 0.134 -1.420
H -3.063 1.579 -0.789
C -4.010 -2.321 -2.525
C -4.433 -3.116 -1.333
N -4.947 -3.698 -0.477
H -3.928 -2.971 -3.396
H -2.969 -2.035 -2.445
H -4.675 -1.472 -2.666
C -2.549 -4.831 1.349
C -2.138 -5.212 0.023
N -1.786 -5.430 -1.058
H -3.529 -4.294 1.427
H -1.721 -4.192 1.822
H -2.484 -5.740 2.023
C 2.165 5.104 -0.500
C 3.539 4.670 -0.246
N 4.608 4.312 -0.007
H 1.601 5.023 0.411
H 1.656 4.549 -1.301
H 2.196 6.192 -0.749
C 2.776 -1.295 -7.242
C 2.927 -1.984 -5.964
N 3.021 -2.576 -4.953
H 3.724 -1.316 -7.767
H 2.547 -0.214 -7.053
H 1.984 -1.857 -7.777
```

The energy is -1991.3017 a.u. As for the spin multiplicity: 1. For the lowest unoccupied orbital energy, the calculation gives 0.3 eV. The value obtained for the HOMO-LUMO gap is 0.4270 Eh. The calculation puts the energy relative to the best compared isomer or geometry (same formula, charge and spin) at 19.11 kcal per mole.



Entry 3:
A structure of composition C24H20Br2N4OPdS. Source: the Open Molecules 2025 dataset; level of theory: the ωB97M-V functional and the def2-TZVPD basis.

XYZ file:
```
53
C24H20Br2N4OPdS | the Open Molecules 2025 dataset | the ωB97M-V functional and the def2-TZVPD basis
Pd 0.277 -1.478 0.009
S 4.450 -2.934 -0.028
C 4.551 -1.219 -0.044
C 3.323 -0.626 -0.023
C 2.249 -1.550 0.005
C 2.724 -2.848 0.007
C 1.800 -3.937 0.040
C 2.119 -5.294 0.068
C 1.108 -6.230 0.097
C -0.212 -5.790 0.097
C -0.460 -4.434 0.070
N 0.506 -3.520 0.044
H 5.522 -0.750 -0.067
H 3.215 0.449 -0.024
H 3.162 -5.579 0.066
H 1.337 -7.287 0.119
H -1.037 -6.488 0.117
H -1.469 -4.051 0.069
Br -3.643 -4.343 -0.131
C -4.111 -2.507 -0.067
C -5.470 -2.215 -0.080
C -5.898 -0.917 -0.039
Br -7.769 -0.581 -0.058
C -4.973 0.141 0.021
C -5.347 1.498 0.068
C -4.374 2.460 0.130
C -3.039 2.059 0.146
N -2.652 0.805 0.101
C -3.576 -0.162 0.035
C -3.085 -1.539 -0.018
O -1.853 -1.910 -0.021
H -6.193 -3.017 -0.124
H -6.394 1.764 0.056
H -4.637 3.510 0.167
H -2.245 2.801 0.200
N 0.457 0.501 -0.028
C 0.956 1.536 -0.022
N 1.488 2.733 -0.018
C 1.815 3.424 1.230
C 3.224 3.999 1.141
C 3.360 4.887 -0.098
C 2.997 4.101 -1.359
C 1.587 3.534 -1.238
H 1.722 2.723 2.057
H 1.094 4.236 1.383
H 3.944 3.178 1.087
H 3.433 4.569 2.048
H 4.378 5.271 -0.174
H 2.690 5.747 -0.003
H 3.702 3.276 -1.496
H 3.051 4.739 -2.242
H 1.331 2.911 -2.093
H 0.863 4.356 -1.180
```

The energy is -6894.9168 a.u. As for the spin multiplicity: 1. For the lowest unoccupied orbital energy, the calculation gives 0.0 eV. The value obtained for the HOMO-LUMO gap is 0.2484 Eh. The calculation puts the energy relative to the best compared isomer or geometry (same formula, charge and spin) at 8.10 kcal per mole.



Entry 4:
A cluster of 2 separate species, C4H16N2O in total in a non-equilibrium geometry. Source: the Open Molecules 2025 dataset; level of theory: the ωB97M-V functional and the def2-TZVPD basis.

XYZ file:
```
23
C4H16N2O | the Open Molecules 2025 dataset | the ωB97M-V functional and the def2-TZVPD basis
C 0.144 2.405 0.590
C -0.473 1.761 -0.663
C -0.768 0.212 -0.368
C 0.596 -0.518 -0.014
N 0.858 -2.002 -0.529
N -1.979 2.537 -0.823
H 1.143 2.072 0.765
H -0.295 2.463 1.556
H 0.302 3.476 0.377
H -0.003 1.809 -1.673
H -1.438 0.097 0.385
H -1.284 -0.356 -1.156
H 0.731 -0.779 1.044
H 1.375 0.159 -0.340
H 1.766 -2.333 0.105
H 1.161 -1.903 -1.511
H 0.012 -2.484 -0.229
H -1.759 3.323 -1.509
H -2.584 1.955 -1.372
H -2.337 2.947 0.125
H 0.813 -4.346 1.287
H 1.765 -3.856 2.343
O 1.435 -3.643 1.500
```

Its charge is +2. The energy is -346.0898 a.u. As for the spin multiplicity: 1. For the lowest unoccupied orbital energy, the calculation gives -6.4 eV. The value obtained for the HOMO-LUMO gap is 0.4562 Eh. The calculation puts the energy relative to the best compared isomer or geometry (same formula, charge and spin) at 39.83 kcal per mole.